This record from OMol25 describes a molecular structure, C24H42Cl3N4O3SSiSr at a distorted geometry. The level of theory is wB97M-V/def2-TZVPD.

```
79
Properties=species:S:1:pos:R:3:mulliken_charge:R:1
C -0.76032 3.82125 -0.66594 -1.309
C -0.58681 3.72600 0.82103 0.333
H -1.54354 4.53550 -0.95462 0.369
H -1.02014 2.82197 -1.05686 0.100
H 0.17806 4.12614 -1.16096 0.298
C -1.21831 4.49874 1.72008 0.174
C -2.24258 5.54732 1.42927 -1.421
H -1.01082 4.36739 2.78003 0.341
H -2.51883 5.62480 0.37069 0.355
H -1.91809 6.54645 1.75420 0.270
H -3.16728 5.34072 1.98819 0.262
Sr 0.12869 -0.56793 -0.23914 1.207
Cl 2.68403 0.55527 -0.47523 -0.776
Cl -1.26809 -0.24624 -2.56241 -0.846
H 2.22104 -6.08955 -1.42135 0.317
H 3.15770 -4.78918 -3.63677 0.328
C 1.32170 -5.49113 -1.61903 -0.950
C 2.18422 -4.28687 -3.60913 -0.892
N 1.67004 -4.22295 -2.24846 0.190
H 0.80535 -5.30256 -0.67806 0.257
C 1.57490 -3.07087 -1.60965 0.392
O 1.17474 -2.94471 -0.40922 -0.991
H 2.30961 -3.27126 -3.98863 0.258
H 1.84998 -2.18543 -2.20550 0.270
H 0.67332 -6.06981 -2.28683 0.359
H 1.48626 -4.82817 -4.25588 0.322
H -2.92963 1.73339 0.22591 0.104
H -3.02025 2.09443 2.76962 0.153
C -3.39930 0.74323 0.34795 -0.716
C -3.60707 1.16067 2.78301 -0.776
N -3.16577 0.27833 1.71424 0.318
H -2.97783 0.03922 -0.38146 0.274
C -2.37300 -0.76769 1.98683 0.182
O -1.76008 -1.42803 1.13123 -0.747
H -3.46848 0.65241 3.74689 0.302
H -2.27187 -0.99146 3.06884 0.232
H -4.48424 0.85321 0.19920 0.359
H -4.66675 1.40956 2.64195 0.314
O -0.43692 1.40540 1.09884 -0.197
C 0.27772 2.53208 1.28244 -0.226
C 0.21065 2.11286 3.81878 0.382
C 0.86089 2.65632 2.70536 -0.154
H -0.72635 1.57096 3.67422 0.136
C 0.78860 2.22250 5.08969 -0.592
H 1.13131 2.47967 0.57299 0.258
C 2.06636 3.33779 2.87834 -0.317
H 0.28732 1.77838 5.95253 0.349
C 2.00090 2.89625 5.25327 -0.434
C 2.62931 3.47776 4.14601 -0.692
H 2.54801 3.77696 1.99831 0.395
H 2.45513 2.99876 6.24089 0.341
H 3.56282 4.03226 4.25665 0.350
Si -2.33295 -0.27102 -6.33797 0.570
Cl -2.89465 1.62461 -5.64077 -0.347
C -3.54790 -1.45891 -5.53254 -0.813
C -0.52031 -0.32211 -5.81388 -0.433
C -2.42875 -0.53939 -8.20081 -0.972
H -3.57744 -1.25151 -4.45329 0.176
H -3.23546 -2.50229 -5.68605 0.297
H -4.55103 -1.31522 -5.96506 0.266
H -3.45710 -0.49124 -8.58434 0.266
H -2.04043 -1.53730 -8.45977 0.312
H -1.82662 0.18616 -8.76217 0.267
H -0.49839 -0.10612 -4.73067 -0.140
H 0.04775 0.47099 -6.32731 0.276
H -0.06356 -1.31043 -5.97187 0.244
C 3.65667 -1.54633 5.08463 -0.792
N 3.57505 -2.30527 3.84740 0.221
C 4.40104 -3.33288 3.46802 -0.419
C 3.95610 -3.77694 2.25921 -0.407
N 2.84417 -3.01768 1.93115 0.401
C 2.58836 -2.07850 2.91365 -0.624
S 1.37141 -0.95270 3.01311 -0.003
H 3.79341 -0.48379 4.87817 0.299
H 2.73621 -1.66112 5.65840 0.285
H 4.50030 -1.91935 5.66686 0.291
H 5.22216 -3.66283 4.07772 0.353
H 4.31811 -4.55749 1.61170 0.406
H 2.26757 -3.08148 1.07411 0.203
```

Properties
Charge ... -1
E_LUMO ... 2.044 eV
HOMO ... -4.3 eV